ORCA calculation (wB97M-V/def2-TZVPD) on a molecular structure, C44H66ClN17O8S in a non-equilibrium geometry.

Properties
Kohn-Sham gap	8.91	eV
charge	0
multiplicity	1

```
137
Properties=species:S:1:pos:R:3:forces:R:3:lowdin_charge:R:1
C 2.739 -1.916 -0.376 1.05 0.62 0.12 -0.156
C 2.524 -1.261 -1.863 0.68 -0.44 -0.52 -0.268
C 1.013 -1.410 -2.480 0.43 0.57 0.22 -0.162
C -0.191 -0.920 -1.448 0.61 -3.05 -0.35 -0.173
O -0.015 0.441 -0.923 -3.92 0.82 -1.61 -0.125
C -1.278 1.186 -0.836 1.69 0.69 3.47 -0.653
Cl -0.841 2.457 0.494 -0.10 -0.92 -0.92 0.678
O -1.720 2.044 -1.946 -2.17 -2.05 1.57 -0.239
S -3.404 2.355 -1.650 -3.51 5.75 -3.80 0.880
O -3.599 3.898 -1.582 1.52 -5.98 1.08 -0.310
O -4.291 1.920 -2.854 3.70 -0.44 4.71 -0.324
O -3.628 1.568 -0.148 1.72 0.56 -2.87 -0.207
C -2.626 0.482 -0.228 0.31 -2.12 -2.20 -0.283
C -2.547 -0.439 1.125 -1.23 0.24 -0.86 -0.002
C -3.248 -1.928 0.872 2.65 -5.40 4.05 -0.222
O -2.880 -2.931 1.679 -2.57 6.67 -5.06 0.017
O -4.230 -2.225 -0.186 10.08 -2.11 -4.64 -0.200
C -3.558 -2.869 -1.358 5.46 -3.27 -0.31 -0.246
C -4.275 -2.645 -2.846 0.58 -0.22 0.85 -0.028
O -2.438 -3.606 -1.265 -7.02 4.73 -0.43 -0.029
H 1.819 -2.496 0.054 1.70 1.19 -0.83 0.063
H 3.670 -2.657 -0.424 -2.08 1.50 0.14 0.076
H 3.089 -1.032 0.341 -1.10 -2.16 -1.31 0.048
H 2.921 -0.140 -1.903 -1.12 -2.33 0.27 0.116
H 3.246 -1.863 -2.599 -2.04 1.64 1.97 0.028
H 0.954 -0.773 -3.468 0.04 -1.25 1.89 0.114
H 0.871 -2.555 -2.768 -0.09 2.47 0.78 0.132
H -1.198 -1.116 -2.011 1.73 0.70 1.14 0.123
H -0.141 -1.649 -0.505 -0.32 1.57 -2.04 0.134
H -3.017 -0.132 -1.175 0.81 0.62 2.21 0.148
H -1.447 -0.629 1.488 -2.37 0.45 -0.85 0.126
H -3.173 0.142 1.959 1.51 -1.47 -1.78 0.147
H -3.817 -3.490 -3.539 -1.10 1.82 1.63 0.102
H -3.966 -1.591 -3.311 -0.81 -2.28 1.30 0.086
H -5.437 -2.736 -2.734 2.34 0.31 -0.33 0.082
C -0.728 -1.419 5.020 -0.26 0.99 -0.61 -0.071
C -1.041 -0.194 4.177 -1.60 6.60 -4.44 -0.171
N -1.301 0.823 3.477 2.10 -8.01 5.81 0.092
H -1.424 -2.226 4.778 0.03 0.20 -0.09 0.077
H 0.293 -1.757 4.821 -0.19 0.21 -0.11 0.024
H -0.821 -1.175 6.082 -0.05 0.07 -0.17 0.056
C -5.574 1.230 -6.020 -0.16 -1.13 0.31 -0.065
C -5.755 -0.229 -5.631 -1.01 -7.84 2.10 -0.171
N -5.905 -1.439 -5.309 1.18 9.61 -2.60 0.097
H -6.493 1.612 -6.473 0.04 -0.25 0.12 0.063
H -5.340 1.825 -5.133 -0.03 -0.25 -0.02 0.055
H -4.756 1.325 -6.739 -0.10 -0.18 0.13 0.078
C 5.248 0.244 3.022 -0.04 -0.22 -1.18 -0.102
C 5.417 -0.079 1.546 1.00 -1.71 -7.96 -0.210
N 5.557 -0.347 0.322 -0.97 2.17 9.75 0.107
H 4.190 0.200 3.294 0.09 -0.06 -0.21 0.052
H 5.801 -0.479 3.628 0.02 0.14 -0.22 0.061
H 5.628 1.248 3.230 0.04 -0.23 -0.16 0.065
C 9.027 1.351 0.400 -0.28 -0.36 1.17 -0.079
C 8.682 0.969 1.830 -1.89 -2.17 7.62 -0.196
N 8.396 0.651 3.017 2.32 2.57 -9.35 0.098
H 9.088 0.454 -0.221 -0.09 0.05 0.24 0.080
H 8.257 2.014 -0.005 0.13 -0.13 0.20 0.054
H 9.991 1.868 0.375 -0.21 -0.02 0.11 0.065
C 6.938 5.011 -1.973 1.10 -0.25 0.63 -0.081
C 8.282 4.676 -1.348 7.35 -1.77 3.36 -0.189
N 9.398 4.398 -0.830 -8.90 2.12 -4.17 0.092
H 6.174 4.318 -1.609 0.20 0.03 -0.07 0.049
H 6.647 6.031 -1.708 0.19 -0.14 -0.02 0.061
H 7.002 4.930 -3.062 0.10 -0.02 0.23 0.068
C 4.400 4.366 -5.417 0.17 -0.40 1.02 -0.102
C 4.420 3.603 -4.102 0.00 -4.12 7.04 -0.220
N 4.437 2.970 -3.012 -0.08 5.03 -8.67 0.093
H 4.714 3.711 -6.233 -0.03 0.02 0.21 0.072
H 3.389 4.730 -5.621 0.33 -0.23 0.20 0.014
H 5.081 5.220 -5.363 0.03 -0.20 0.11 0.071
C 4.181 -3.748 3.701 -0.88 0.87 -0.11 -0.063
C 3.109 -2.678 3.576 -5.86 5.82 -0.70 -0.172
N 2.220 -1.790 3.473 7.18 -7.10 0.84 0.116
H 3.916 -4.615 3.089 -0.05 0.23 0.05 0.080
H 5.143 -3.354 3.362 -0.22 0.04 0.00 0.074
H 4.273 -4.064 4.744 -0.11 0.14 -0.15 0.078
C -1.206 3.905 -4.466 1.19 0.00 -0.33 -0.055
C 0.263 3.923 -4.856 8.02 0.10 -2.13 -0.141
N 1.482 3.939 -5.180 -10.21 -0.22 2.60 0.112
H -1.375 3.158 -3.685 0.25 0.25 -0.30 0.039
H -1.504 4.887 -4.090 0.16 -0.14 -0.05 0.088
H -1.819 3.655 -5.336 0.22 0.05 0.06 0.081
C 5.271 -0.764 -5.992 -0.64 -0.69 0.82 -0.068
C 4.514 -1.660 -5.024 -4.10 -4.91 5.23 -0.148
N 3.887 -2.403 -4.222 5.37 5.59 -7.20 0.102
H 4.957 -0.975 -7.018 -0.02 -0.06 0.22 0.076
H 5.067 0.286 -5.765 -0.04 -0.20 0.09 0.067
H 6.346 -0.945 -5.904 -0.22 -0.05 0.08 0.077
C -5.852 -4.328 -7.226 0.20 -0.24 -1.25 -0.095
C -5.683 -4.651 -8.701 0.92 -1.81 -8.10 -0.214
N -5.543 -4.919 -9.925 -1.13 2.15 9.81 0.075
H -6.910 -4.372 -6.953 0.17 0.01 -0.15 0.070
H -5.299 -5.051 -6.620 -0.06 0.06 -0.20 0.074
H -5.472 -3.324 -7.018 -0.10 -0.17 -0.09 0.036
C -4.280 -1.590 7.562 1.32 -0.24 0.69 -0.102
C -2.935 -1.925 8.187 7.31 -1.76 3.43 -0.205
N -1.820 -2.202 8.705 -8.81 2.13 -4.12 0.075
H -5.043 -2.283 7.926 0.45 0.23 0.00 0.024
H -4.570 -0.569 7.827 0.15 -0.16 0.03 0.083
H -4.215 -1.671 6.473 0.05 -0.06 0.24 0.063
C -2.458 -5.104 11.342 -1.02 0.67 -0.05 -0.081
C -3.755 -4.315 11.273 -7.08 4.33 -0.42 -0.213
N -4.832 -3.660 11.216 8.56 -5.28 0.39 0.074
H -2.600 -6.094 10.901 -0.10 0.20 0.06 0.074
H -1.673 -4.578 10.791 -0.24 0.05 0.03 0.066
H -2.146 -5.218 12.383 -0.17 0.08 -0.15 0.075
C 7.531 9.317 -0.476 0.17 -0.28 -1.18 -0.079
C 7.700 8.994 -1.951 0.93 -1.76 -8.07 -0.216
N 7.840 8.726 -3.176 -1.16 2.10 9.79 0.078
H 6.472 9.274 -0.204 0.15 -0.01 -0.16 0.075
H 8.084 8.594 0.130 -0.03 0.02 -0.17 0.061
H 7.911 10.321 -0.268 -0.04 -0.17 -0.16 0.075
C -9.979 -1.593 -4.436 0.39 1.00 -0.64 -0.078
C -9.496 -0.375 -5.206 2.70 6.72 -4.25 -0.199
N -9.094 0.636 -5.844 -3.22 -8.13 5.14 0.095
H -9.492 -1.634 -3.458 0.00 0.11 -0.21 0.070
H -11.062 -1.538 -4.293 0.19 0.10 -0.09 0.075
H -9.740 -2.504 -4.991 0.02 0.24 0.01 0.074
C 9.848 4.022 3.456 -0.28 1.04 -0.74 -0.077
C 9.534 5.247 2.613 -1.72 6.82 -4.65 -0.210
N 9.274 6.264 1.913 2.04 -8.11 5.68 0.077
H 9.151 3.214 3.213 0.09 0.19 0.01 0.034
H 10.868 3.683 3.257 -0.16 0.14 -0.05 0.079
H 9.754 4.266 4.517 -0.01 0.06 -0.22 0.076
C -8.474 -1.802 1.224 1.13 -0.15 -0.46 -0.068
C -7.006 -1.783 0.834 6.85 0.04 -1.84 -0.062
N -5.787 -1.768 0.510 -16.10 2.72 6.39 0.123
H -8.643 -2.548 2.005 0.14 0.10 -0.13 0.077
H -8.773 -0.819 1.600 0.20 -0.13 -0.09 0.078
H -9.088 -2.052 0.354 0.14 0.03 0.11 0.069
C -7.531 -4.918 7.824 0.41 0.98 -0.61 -0.066
C -7.047 -3.700 7.054 2.52 6.60 -4.28 -0.173
N -6.646 -2.689 6.415 -3.56 -8.25 4.95 0.099
H -7.043 -4.959 8.802 0.00 0.14 -0.16 0.072
H -8.613 -4.863 7.967 0.19 0.11 -0.09 0.078
H -7.291 -5.829 7.268 0.01 0.24 0.00 0.078
```
Positions in Å, forces in eV/Å.

=====

ORCA calculation (wB97M-V/def2-TZVPD) on C2H5NS2 in the gas phase in a non-equilibrium geometry.

Properties
Kohn-Sham gap	9.00	eV
charge	0
multiplicity	1
structure (SMILES)	CN1S[C@@H]1S

```
10
Properties=species:S:1:pos:R:3:forces:R:3:lowdin_charge:R:1
C -0.851 -1.114 0.065 -2.50 -4.22 1.21 -0.238
N 0.386 -0.472 0.204 0.90 -0.14 -1.88 -0.320
S 0.968 0.121 -1.564 -0.51 -0.57 1.15 0.802
C 0.258 0.881 -0.128 2.63 0.28 1.24 -1.166
S 1.267 1.824 0.962 2.31 0.62 -0.40 0.704
H -1.556 -0.563 -0.458 -1.19 1.17 -1.85 0.026
H -0.810 -2.181 -0.444 0.11 2.11 1.40 0.124
H -1.478 -1.169 1.057 1.88 -0.33 -1.08 0.128
H -0.633 1.395 -0.119 -2.52 0.44 -0.62 0.032
H 2.449 1.277 0.424 -1.12 0.65 0.85 -0.090
```
Positions in Å, forces in eV/Å.

=====

| no. | E (eV) | highest occupied orbital energy (eV) | LUMO energy (eV) |
| --- | --- | --- | --- |
| 1 | -111738.7829 | -9.2969 | -0.39 |
| 2 | -25312.9438 | -9.1222 | -0.12 |